[1]
This record from the Open Molecules 2025 dataset describes a molecular structure, C23H19Cl3GeN6O2PtS2 at a distorted geometry. The level of theory is the ωB97M-V functional and the def2-TZVPD basis.

Each line ends with the Löwdin charge.
Geometry (Å):
Pt  0.4207  0.1442  -0.8002  1.11
C  1.1656  3.0418  1.4799  -0.03
O  1.2194  1.6185  1.2850  -0.21
C  1.7473  0.8542  2.2703  -0.29
C  2.2640  1.3511  3.4589  0.01
C  2.7284  0.4673  4.4216  -0.01
C  2.6836  -0.9068  4.2107  -0.03
C  2.1751  -1.4042  3.0296  0.01
C  1.7191  -0.5285  2.0382  -0.20
N  1.1861  -1.0165  0.7924  -0.07
N  1.1980  -2.2639  0.7035  0.12
C  0.3689  -2.9905  -0.1096  -0.14
C  -0.8400  -2.4922  -0.5835  -0.25
O  -1.1604  -1.1259  -0.4741  -0.51
C  -1.7825  -3.3368  -1.1606  -0.01
C  -1.4863  -4.6708  -1.3269  0.05
C  -0.2543  -5.2154  -0.9233  -0.14
C  0.0379  -6.5901  -1.1053  0.01
C  1.2300  -7.0976  -0.6785  -0.02
C  2.1725  -6.2561  -0.0499  -0.02
C  1.9177  -4.9238  0.1419  -0.01
C  0.6981  -4.3733  -0.2943  -0.08
H  2.1706  3.4527  1.5795  0.11
H  0.5700  3.2833  2.3597  0.11
H  0.6836  3.4422  0.5929  0.09
H  2.2903  2.4135  3.6497  0.12
H  3.1184  0.8583  5.3516  0.13
H  3.0413  -1.5850  4.9721  0.13
H  2.1310  -2.4688  2.8561  0.12
H  -2.7413  -2.9392  -1.4573  0.09
H  -2.2201  -5.3280  -1.7768  0.14
H  -0.6959  -7.2294  -1.5786  0.13
H  1.4526  -8.1468  -0.8130  0.13
H  3.1102  -6.6737  0.2916  0.12
H  2.6490  -4.2974  0.6332  0.11
N  3.9077  0.7679  -0.0459  0.21
C  3.4426  1.0555  -1.2408  -0.57
N  2.2130  0.7975  -1.6834  -0.05
C  2.0640  1.2396  -2.9806  -0.29
C  3.1969  1.8131  -3.5389  -0.24
S  4.4736  1.8241  -2.4404  1.24
C  0.7991  1.0784  -3.5768  -0.29
C  0.3868  1.5023  -4.8307  -0.24
S  -1.2409  1.1471  -5.0807  1.25
C  -1.3262  0.4270  -3.4782  -0.59
N  -0.1713  0.4628  -2.8179  -0.05
N  -2.4418  -0.1149  -3.0386  0.19
H  3.3336  0.2862  0.6378  0.10
H  4.8670  0.9593  0.2055  0.15
H  3.3140  2.2168  -4.5334  0.12
H  0.9712  2.0058  -5.5861  0.12
H  -3.2975  -0.0800  -3.5734  0.15
H  -2.4540  -0.5553  -2.1299  0.05
Cl  -4.1086  -1.1616  0.3085  0.36
Ge  -2.2951  -0.2213  0.8261  -0.17
Cl  -2.0577  -0.0787  2.8720  0.39
Cl  -2.0379  1.6167  -0.2179  0.35

The energy relative to the best compared isomer or geometry (same formula, charge and spin) comes out at 6.7 kcal per mole. As for the total charge: +3. Its multiplicity is 2. The calculation puts the highest occupied orbital energy (alpha / beta) at -15.587 / -15.587 eV. The frontier orbital gap (alpha / beta) is 0.22617 / 0.12928 hartree. Its expectation value of S² is 0.788.


[2]
This record from the Open Molecules 2025 dataset describes 6 unconnected molecules or ions with the total composition C32H38I2N7O2. The level of theory is the ωB97M-V functional and the def2-TZVPD basis.

Each line ends with the Löwdin charge.
Geometry (Å):
C  1.3119  -0.8287  3.2162  0.15
C  1.5632  -0.4311  2.1156  -0.12
C  1.8433  0.0212  0.7529  -0.10
C  1.2510  1.3962  0.6134  -0.18
C  1.8627  2.5509  1.0243  0.10
C  1.1978  3.7518  0.8814  0.00
C  1.9401  4.9529  1.3921  -0.48
O  2.5821  4.8782  2.4001  0.16
O  1.8532  6.0495  0.6406  0.15
C  -0.0972  3.8213  0.3536  -0.21
N  -0.8304  5.0128  0.2986  0.12
C  -0.6857  2.6284  -0.0435  -0.30
C  -2.0666  2.4391  -0.6065  -0.69
I  -2.4132  3.6716  -2.3233  1.08
C  -3.2329  2.4665  0.4233  -0.75
C  -3.9803  3.7832  0.5852  -0.22
I  -2.5447  1.8664  2.3891  0.93
N  0.0201  1.4901  0.0934  0.18
H  1.0112  -0.9271  4.2307  0.05
H  1.3671  -0.6578  0.0480  0.13
H  2.9164  0.0700  0.5751  0.13
H  2.8450  2.4808  1.4639  0.15
H  2.2797  6.7573  1.1518  0.15
H  -0.8516  5.4269  -0.6239  0.06
H  -0.5276  5.6849  0.9850  0.11
H  -2.0756  1.4416  -1.0349  0.07
H  -3.9160  1.6749  0.1424  0.07
H  -4.5766  4.0050  -0.2919  0.05
H  -3.2699  4.5795  0.7828  0.05
H  -4.6205  3.7124  1.4572  0.06
H  -0.4379  0.6324  -0.1899  0.18
N  -4.1028  1.9595  -5.3524  -0.01
C  -4.4234  0.7311  -4.8376  -0.17
C  -4.8951  -0.0427  -5.8624  -0.11
C  -4.8524  0.7475  -7.0430  -0.10
C  -4.3587  1.9763  -6.6969  -0.13
H  -3.7402  2.7236  -4.8154  0.04
H  -4.2930  0.5172  -3.7898  0.09
H  -5.2368  -1.0602  -5.7768  0.09
H  -5.1536  0.4473  -8.0320  0.09
H  -4.1720  2.8562  -7.2879  0.11
N  -8.2820  -2.1449  -2.5267  0.00
C  -7.2004  -1.3821  -2.8756  -0.15
C  -7.6674  -0.1873  -3.3564  -0.12
C  -9.0867  -0.2321  -3.2921  -0.11
C  -9.4338  -1.4516  -2.7764  -0.14
H  -8.2382  -3.0736  -2.1510  0.14
H  -6.1975  -1.7557  -2.7558  0.10
H  -7.0606  0.6247  -3.7192  0.07
H  -9.7727  0.5409  -3.5941  0.09
H  -10.3974  -1.8838  -2.5694  0.11
N  6.2453  2.5699  0.8347  0.00
C  6.0696  1.4745  1.6388  -0.15
C  6.1130  0.3611  0.8414  -0.12
C  6.3211  0.8024  -0.4953  -0.11
C  6.4025  2.1689  -0.4643  -0.14
H  6.2629  3.5218  1.1517  0.14
H  5.9354  1.5849  2.7014  0.11
H  6.0139  -0.6586  1.1764  0.09
H  6.4100  0.1860  -1.3738  0.09
H  6.5652  2.8856  -1.2506  0.11
N  2.3004  -3.7979  1.4030  0.00
C  2.1579  -4.9602  2.1105  -0.15
C  2.1771  -5.9981  1.2186  -0.10
C  2.3428  -5.4420  -0.0792  -0.10
C  2.4179  -4.0838  0.0669  -0.15
H  2.3185  -2.8781  1.8023  0.09
H  2.0572  -4.9493  3.1822  0.11
H  2.0858  -7.0419  1.4671  0.10
H  2.4035  -5.9795  -1.0103  0.09
H  2.5487  -3.3014  -0.6621  0.09
N  5.5184  -3.9808  5.4652  0.00
C  5.9454  -5.0425  6.2156  -0.14
C  5.5795  -6.1898  5.5654  -0.10
C  4.9057  -5.8069  4.3736  -0.11
C  4.8839  -4.4391  4.3407  -0.16
H  5.6510  -3.0166  5.7040  0.14
H  6.4719  -4.8916  7.1420  0.11
H  5.7748  -7.1932  5.9035  0.09
H  4.4887  -6.4593  3.6250  0.09
H  4.4785  -3.7561  3.6139  0.09

As for the total charge: +1. The calculation puts the highest occupied orbital energy at -9.670 eV. The frontier orbital gap is 0.18583 hartree.


[3]
This record from the Open Molecules 2025 dataset describes a single C5H10N2S molecule at a distorted geometry. The level of theory is the ωB97M-V functional and the def2-TZVPD basis.

Each line ends with the Löwdin charge.
Geometry (Å):
C  0.9232  -1.4760  -0.3147  -0.08
C  0.1624  -0.2292  -0.2912  -0.71
C  -0.3954  0.2164  -1.6085  -0.09
C  0.9581  0.9473  0.3945  -0.55
C  -1.9037  -1.0810  0.4936  -0.25
H  0.2640  -2.4484  -0.0990  0.13
H  1.5379  -1.4291  -1.2748  0.11
H  1.5115  -1.3704  0.6680  0.11
H  -1.1378  1.0143  -1.7236  0.09
H  0.3833  0.7213  -2.2280  0.07
H  -0.8665  -0.5953  -2.0688  0.05
H  0.6067  1.1512  1.4501  0.08
H  -2.5249  -1.3279  -0.5433  0.18
H  -2.6866  -0.7832  2.3332  0.00
H  -3.2857  -2.1704  1.5535  0.12
N  -0.7363  -0.6140  0.8305  0.04
N  -2.9303  -1.1436  1.5148  0.04
S  2.0873  1.8298  -0.4079  0.68

The energy relative to the best compared isomer or geometry (same formula, charge and spin) comes out at 79.2 kcal per mole. The calculation puts the highest occupied orbital energy at -8.663 eV. The frontier orbital gap is 0.31207 hartree. Its SMILES is CC(C)(C=S)/N=C/N.


[4]
This record from the Open Molecules 2025 dataset describes 3 unconnected molecules or ions with the total composition C23H48N3OP at a distorted geometry. The level of theory is the ωB97M-V functional and the def2-TZVPD basis.

Each line ends with the Löwdin charge.
Geometry (Å):
C  -0.8350  -1.7149  -4.3811  -0.10
C  0.1504  -2.9014  -4.5236  -0.24
C  0.2203  -3.7257  -3.2249  -0.20
C  1.5162  -4.4940  -3.0431  -0.29
O  2.6366  -3.6800  -2.6897  -0.38
P  2.8030  -3.4796  -1.0546  0.98
C  4.5573  -3.0087  -0.7769  -0.38
C  5.5391  -3.8192  -1.6635  -0.14
C  1.8238  -1.9776  -0.7030  -0.36
C  1.7088  -0.9312  -1.6079  -0.07
C  0.9129  0.1211  -1.2659  -0.17
N  0.2471  0.2715  -0.1316  0.07
C  0.3491  -0.7304  0.7300  -0.15
C  1.1251  -1.8273  0.4564  -0.10
H  -1.1892  -1.5920  -3.3565  0.06
H  -1.7138  -1.8410  -5.0117  0.06
H  -0.3737  -0.7694  -4.6671  0.06
H  -0.2423  -3.5095  -5.3366  0.10
H  1.1399  -2.5328  -4.7928  0.10
H  -0.5758  -4.4752  -3.2716  0.12
H  -0.0315  -3.0730  -2.3904  0.09
H  1.7647  -4.9704  -3.9945  0.12
H  1.3618  -5.2958  -2.3156  0.10
H  4.7774  -3.1957  0.2709  0.07
H  4.6950  -1.9421  -0.9715  0.07
H  6.4218  -3.2114  -1.8437  0.07
H  5.0529  -4.1042  -2.5919  0.05
H  5.8528  -4.7053  -1.1149  0.07
H  2.2116  -0.9822  -2.5619  0.11
H  0.8199  0.9279  -1.9921  0.11
H  -0.1925  -0.6988  1.6666  0.11
H  1.1578  -2.6283  1.1894  0.10
C  -6.5205  -0.1398  -0.3173  -0.09
C  -6.2724  -0.2461  1.1798  -0.28
N  -5.2789  -1.2413  1.5385  -0.20
C  -5.2188  -1.4951  2.9684  -0.25
C  -4.7665  -0.3550  3.8904  -0.09
C  -3.9935  -1.1159  0.8705  -0.25
C  -3.2084  0.1901  1.0524  -0.08
H  -6.8408  -1.0969  -0.7315  0.08
H  -7.3084  0.5910  -0.5061  0.07
H  -5.6356  0.1956  -0.8595  0.06
H  -7.2177  -0.5264  1.6529  0.12
H  -6.0177  0.7544  1.5635  0.10
H  -4.5786  -2.3646  3.1424  0.11
H  -6.2178  -1.8102  3.2870  0.11
H  -3.6882  -0.2075  3.8563  0.05
H  -5.0194  -0.6009  4.9243  0.07
H  -5.2557  0.5901  3.6544  0.06
H  -4.1517  -1.2702  -0.1998  0.10
H  -3.3622  -1.9567  1.1717  0.11
H  -3.8475  1.0724  0.9965  0.07
H  -2.4589  0.2824  0.2641  0.05
H  -2.6721  0.2116  2.0004  0.05
C  3.7254  5.1110  3.3994  -0.09
C  2.6305  5.1763  2.3453  -0.28
N  3.0365  4.6673  1.0485  -0.20
C  2.0681  4.9438  -0.0009  -0.25
C  0.6845  4.2866  0.0982  -0.08
C  3.5907  3.3241  1.0437  -0.25
C  2.7064  2.1844  1.5651  -0.08
H  4.6092  5.6669  3.0831  0.08
H  3.3637  5.5516  4.3297  0.07
H  4.0212  4.0855  3.6240  0.06
H  2.3506  6.2265  2.2234  0.12
H  1.7389  4.6606  2.7352  0.10
H  2.5144  4.6844  -0.9653  0.11
H  1.9257  6.0289  -0.0372  0.11
H  0.7092  3.2341  -0.1814  0.04
H  -0.0029  4.7807  -0.5924  0.07
H  0.2547  4.3704  1.0964  0.07
H  4.5156  3.3353  1.6262  0.10
H  3.9174  3.0855  0.0278  0.11
H  2.1591  2.4590  2.4682  0.07
H  3.3281  1.3198  1.8132  0.07
H  1.9928  1.8524  0.8159  0.03

The calculation puts the highest occupied orbital energy at -7.988 eV. The frontier orbital gap is 0.31337 hartree. Its SMILES is CCCCOP(CC)c1ccncc1.CCN(CC)CC.CCN(CC)CC.